{"formula": "C4H10N2O2", "method": "ωB97M-V/def2-TZVPD", "energy_ev": -11375.372, "orbital_gap_ha": [0.4196, 0.2010], "s2": 0.76, "spin_multiplicity": 2, "mol_weight_g_mol": 118.1, "total_charge": 1, "symbols": ["N", "C", "C", "C", "O", "C", "N", "O", "H", "H", "H", "H", "H", "H", "H", "H", "H", "H"], "positions_angstrom": [[-2.295, 0.409, 0.606], [-0.919, -0.118, 0.279], [0.128, 0.481, 1.159], [1.580, 0.239, 0.624], [1.879, -1.086, 0.176], [-0.584, 0.017, -1.177], [0.202, -0.793, -1.938], [-1.144, 0.956, -1.696], [2.218, -1.630, 0.925], [-3.004, 0.056, 0.014], [-2.388, 1.350, 0.759], [-0.936, -1.229, 0.485], [-0.033, 0.321, 2.291], [0.033, 1.645, 1.061], [1.566, 0.776, -0.311], [2.354, 0.484, 1.219], [0.970, -1.290, -1.622], [0.373, -0.588, -2.855]], "forces_ev_per_a": [[3.52, -2.86, -2.45], [-0.35, -2.75, 2.58], [1.05, 3.01, 2.12], [-3.03, -1.73, -2.46], [-0.17, -1.12, 1.26], [-0.01, 0.52, -2.82], [-1.54, -0.19, 2.87], [-0.93, 1.18, -0.37], [-0.35, 0.60, -0.84], [-1.42, -0.89, -0.51], [-0.21, 3.18, 1.23], [-0.39, 0.79, -0.04], [0.22, -0.31, -1.86], [0.12, -1.83, 0.16], [0.60, 0.65, -0.10], [2.09, 1.73, 2.34], [1.28, -1.37, 1.77], [-0.47, 1.40, -2.88]], "mulliken_charge": [-0.09, 0.58, -0.72, -0.90, -0.57, 0.21, -0.33, -0.56, 0.32, 0.33, 0.26, 0.30, 0.37, 0.32, 0.41, 0.60, 0.22, 0.24]}

{"formula": "C4H10N2O3", "method": "ωB97M-V/def2-TZVPD", "energy_ev": -13429.831, "orbital_gap_ha": 0.3501, "mol_weight_g_mol": 134.1, "smiles": "COC(N)=O.C/C=N/O", "total_charge": 0, "symbols": ["C", "C", "N", "O", "O", "H", "H", "H", "H", "H", "C", "C", "O", "N", "H", "H", "H", "H", "H"], "positions_angstrom": [[1.020, -2.189, -0.567], [-0.926, -0.811, 0.133], [-1.556, -0.587, 1.334], [0.384, -1.484, 0.479], [-1.545, -1.136, -0.870], [-2.551, -0.752, 1.355], [-0.961, -0.543, 2.148], [1.793, -1.558, -1.026], [0.315, -2.483, -1.353], [1.495, -3.089, -0.164], [-0.892, 2.282, -0.117], [0.133, 1.210, -0.386], [2.300, 0.763, -0.237], [1.167, 1.123, 0.447], [2.966, 0.665, 0.467], [0.308, 0.979, -1.445], [-1.063, 2.390, 0.954], [-0.559, 3.227, -0.553], [-1.829, 1.994, -0.599]], "forces_ev_per_a": [[0.12, 0.29, -0.76], [-0.22, -5.88, 1.05], [0.96, 1.10, -0.62], [-1.99, 1.45, -0.46], [1.29, 1.79, 0.47], [0.33, 0.24, 0.13], [-0.46, -0.09, -0.03], [-0.11, -0.16, 0.06], [0.01, 0.04, 0.22], [-0.19, 0.19, 0.18], [-0.60, -1.15, 0.35], [3.27, 1.99, 0.79], [0.42, -0.67, 0.48], [-2.56, 1.05, -1.88], [-0.32, -0.08, -0.34], [0.00, -0.27, 0.32], [0.03, 0.15, -0.08], [0.10, -0.13, 0.07], [-0.09, 0.15, 0.09]], "mulliken_charge": [-0.66, 0.70, -0.38, -0.37, -0.59, 0.24, 0.22, 0.24, 0.31, 0.25, -1.07, 0.06, -0.34, -0.42, 0.37, 0.48, 0.32, 0.34, 0.30]}

{"formula": "C4H10N2O3", "method": "ωB97M-V/def2-TZVPD", "energy_ev": -13424.965, "orbital_gap_ha": [0.3648, 0.2755], "s2": 2.01, "spin_multiplicity": 3, "mol_weight_g_mol": 134.1, "total_charge": 0, "symbols": ["C", "C", "C", "C", "N", "N", "O", "O", "O", "H", "H", "H", "H", "H", "H", "H", "H", "H", "H"], "positions_angstrom": [[1.667, -1.633, 0.105], [1.132, -0.283, -0.283], [0.445, 0.575, 0.794], [-1.058, 0.423, 0.742], [-1.132, 1.616, -1.493], [-1.720, -0.743, 0.324], [-2.944, -0.732, 0.506], [-1.185, -1.727, -0.180], [0.825, 1.836, 0.594], [2.409, -1.504, 0.926], [0.951, -2.361, 0.517], [2.239, -2.195, -0.555], [0.486, -0.331, -1.195], [2.107, 0.165, -0.665], [0.729, 0.158, 1.828], [-1.712, 1.230, 1.129], [-1.666, 2.442, -1.432], [-1.811, 0.880, -1.483], [0.237, 2.182, -0.178]], "forces_ev_per_a": [[-0.57, -0.61, 3.44], [1.52, -0.71, -2.29], [-0.42, -3.89, 0.16], [0.64, -0.16, 1.01], [1.28, -0.19, -0.19], [-0.96, -0.58, 0.21], [-0.48, 0.60, 0.17], [0.58, 0.65, 0.15], [-1.22, 4.10, -1.14], [-0.44, 0.20, -0.16], [-0.07, 0.46, -0.20], [0.78, -0.50, -2.11], [0.53, -0.04, 0.78], [-1.49, 0.57, 0.75], [-0.01, 0.85, -1.07], [0.35, -0.81, -0.44], [-1.08, 1.55, -0.25], [-0.67, -0.67, -0.37], [1.72, -0.82, 1.55]], "mulliken_charge": [-1.41, -0.25, 0.35, -0.87, -0.53, 0.95, -0.60, -0.57, -0.58, 0.34, 0.29, 0.44, 0.26, 0.33, 0.37, 0.46, 0.26, 0.29, 0.46]}

{"formula": "C4H10N2OP2", "method": "ωB97M-V/def2-TZVPD", "energy_ev": -27914.680, "orbital_gap_ha": 0.3632, "mol_weight_g_mol": 164.1, "smiles": "C[C@H]1CN(P)C(=O)N1P", "total_charge": 0, "symbols": ["C", "C", "C", "C", "N", "N", "O", "P", "P", "H", "H", "H", "H", "H", "H", "H", "H", "H", "H"], "positions_angstrom": [[-0.704, 0.606, 0.788], [-0.629, -0.013, -1.460], [0.822, 0.176, -0.924], [1.563, -1.096, -0.664], [-1.404, -0.062, -0.164], [0.628, 0.890, 0.315], [-1.097, 0.853, 1.885], [-2.552, -1.254, 0.158], [1.686, 1.851, 1.312], [-0.862, 0.864, -2.068], [-0.646, -1.018, -1.942], [1.434, 0.770, -1.788], [0.891, -1.657, -0.048], [2.424, -0.817, -0.164], [1.849, -1.689, -1.533], [-3.869, -0.602, 0.304], [-2.279, -1.162, 1.559], [2.115, 1.036, 2.409], [0.629, 2.323, 2.026]], "forces_ev_per_a": [[1.86, 0.17, -0.27], [1.00, -0.96, 1.60], [1.29, 1.70, -3.22], [-1.37, -0.50, -1.04], [0.75, 0.58, -2.75], [-1.66, 0.19, 0.81], [-0.47, 0.43, 1.38], [-1.19, -0.44, 0.93], [0.83, -0.33, -1.13], [-0.54, -0.47, -0.09], [-0.49, 1.03, -0.11], [-1.36, -0.83, 2.23], [0.02, -0.85, 0.67], [1.87, 0.14, 1.29], [-0.23, 0.19, -0.17], [1.04, -0.01, -0.15], [-0.37, -0.39, -0.31], [-0.28, -0.33, -0.32], [-0.69, 0.68, 0.65]], "mulliken_charge": [0.44, -0.64, 0.32, -1.44, -0.01, 0.05, -0.59, -0.17, -0.18, 0.30, 0.38, 0.24, 0.34, 0.42, 0.36, 0.06, 0.05, 0.03, 0.06]}

{"formula": "C4H10N2OS", "method": "ωB97M-V/def2-TZVPD", "energy_ev": -20164.946, "orbital_gap_ha": [0.1986, 0.1948], "s2": 0.75, "spin_multiplicity": 2, "mol_weight_g_mol": 134.2, "total_charge": -1, "symbols": ["C", "N", "C", "N", "O", "C", "C", "S", "H", "H", "H", "H", "H", "H", "H", "H", "H", "H"], "positions_angstrom": [[-0.251, -1.026, -0.315], [-1.436, -1.259, 0.517], [-2.188, -0.185, 0.628], [-2.875, 0.251, 1.676], [0.496, 2.131, -0.933], [0.892, -0.189, 0.401], [2.201, -0.308, -0.577], [2.629, -1.886, -1.263], [-0.435, -0.188, -1.053], [0.241, -1.958, -0.550], [-1.348, 1.450, 0.983], [-2.459, 0.275, -0.314], [-2.976, -0.579, 2.323], [1.049, -0.768, 1.314], [0.717, 0.920, 0.176], [2.987, 0.165, 0.033], [2.032, 0.377, -1.420], [0.723, 2.777, -1.625]], "forces_ev_per_a": [[-0.03, 2.45, 0.49], [0.18, 1.34, 0.50], [2.19, -1.93, -0.81], [-1.51, 0.29, 0.82], [-0.33, 0.50, -0.21], [0.60, -1.59, -2.41], [-1.56, 0.54, 1.51], [0.44, -0.03, 0.22], [-0.26, -1.65, -0.71], [-0.45, -0.23, -0.88], [-0.92, -1.60, -0.07], [0.31, 1.27, -0.61], [0.98, 1.20, 0.02], [0.40, 1.01, 0.55], [-0.04, -0.88, 1.50], [0.32, -0.42, -0.50], [-0.06, -0.01, 0.16], [-0.25, -0.25, 0.43]], "mulliken_charge": [-0.38, -0.76, -0.25, -0.64, -0.88, -0.63, -0.63, -0.20, 0.27, 0.39, 0.33, 0.64, 0.32, 0.37, 0.28, 0.39, 0.27, 0.10]}

{"formula": "C4H10N2OS", "method": "ωB97M-V/def2-TZVPD", "energy_ev": -20163.509, "orbital_gap_ha": [0.3612, 0.1551], "s2": 0.75, "spin_multiplicity": 2, "mol_weight_g_mol": 134.2, "total_charge": 1, "symbols": ["C", "N", "C", "C", "S", "C", "N", "O", "H", "H", "H", "H", "H", "H", "H", "H", "H", "H"], "positions_angstrom": [[1.024, 2.251, -0.118], [1.048, 0.844, -0.602], [0.044, 0.031, 0.135], [-1.227, 0.116, -0.700], [-2.678, -0.639, 0.085], [0.582, -1.266, 0.670], [-0.159, -2.431, 0.418], [1.709, -1.320, 1.098], [1.631, 2.811, -0.817], [1.250, 2.341, 0.940], [-0.011, 2.579, -0.218], [1.950, 0.386, -0.515], [-0.176, 0.658, 1.026], [-1.465, 1.188, -0.766], [-1.115, -0.162, -1.753], [-2.029, -1.581, 0.814], [0.139, -3.300, 0.827], [-0.517, -2.506, -0.524]], "forces_ev_per_a": [[-0.47, -1.21, -0.81], [-0.72, -0.71, 0.59], [0.31, 2.20, 0.38], [-0.16, 0.13, 0.53], [-0.17, 0.49, -0.73], [1.75, -1.63, -1.60], [-1.06, 0.94, 0.24], [-0.74, 0.38, 0.70], [0.22, 0.42, 0.40], [0.60, 0.15, 0.09], [-0.01, 0.33, -0.18], [0.04, 0.34, 0.12], [-0.09, -0.69, 0.14], [-0.29, -0.19, 0.00], [-0.15, -0.54, -0.03], [0.36, -0.11, 0.18], [0.50, -0.09, 0.01], [0.07, -0.20, 0.00]], "mulliken_charge": [-0.91, -0.42, 0.33, -0.86, 0.22, 0.41, -0.51, -0.52, 0.36, 0.35, 0.30, 0.31, 0.26, 0.37, 0.50, 0.33, 0.23, 0.26]}

{"formula": "C4H10N2OS3", "method": "ωB97M-V/def2-TZVPD", "energy_ev": -41838.382, "orbital_gap_ha": 0.3071, "mol_weight_g_mol": 198.3, "smiles": "ONC(=S)NS.CCC=S", "total_charge": 0, "symbols": ["C", "C", "C", "C", "H", "H", "H", "H", "H", "H", "H", "H", "H", "H", "N", "N", "O", "S", "S", "S"], "positions_angstrom": [[-0.038, 0.089, -3.037], [0.058, 0.537, 2.002], [0.581, -0.744, 2.887], [-0.506, -1.659, 3.277], [0.182, 0.395, 0.117], [-1.079, -1.053, -1.849], [-0.022, 2.033, -2.546], [0.818, 1.096, -5.039], [-0.406, 1.034, 2.880], [-0.758, 0.237, 1.294], [0.802, 1.188, 1.329], [1.287, -1.230, 2.296], [0.996, -0.268, 3.788], [-1.285, -1.317, 4.107], [-1.007, -0.052, -1.994], [0.608, 1.267, -3.048], [1.220, 1.738, -4.274], [-0.869, 0.969, -0.661], [0.242, -1.152, -4.104], [-0.824, -3.108, 2.576]], "forces_ev_per_a": [[-0.31, -0.62, 0.02], [-0.51, -0.56, 1.60], [-0.47, 2.56, -0.52], [-2.60, -0.69, 0.73], [-1.02, 0.57, -2.66], [-0.54, 0.08, 0.40], [2.07, -1.57, -1.52], [1.18, 1.66, 2.54], [0.17, 0.97, -1.21], [0.62, -0.06, 2.06], [-0.98, -1.39, 2.57], [1.40, -1.16, -0.55], [0.27, -0.44, -0.30], [1.87, -0.45, -1.64], [1.77, -0.02, -1.51], [-1.45, 2.61, -0.28], [-2.03, -2.50, -0.61], [0.31, -0.62, 0.20], [-0.16, 0.46, 0.12], [0.41, 1.17, 0.56]], "mulliken_charge": [0.28, -0.94, -0.42, -0.17, 0.18, 0.30, 0.26, 0.33, 0.36, 0.27, 0.28, 0.36, 0.27, 0.24, -0.29, -0.08, -0.37, -0.29, -0.39, -0.20]}

{"formula": "C4H10N2S", "method": "ωB97M-V/def2-TZVPD", "energy_ev": -18121.134, "orbital_gap_ha": 0.3450, "mol_weight_g_mol": 118.2, "smiles": "[H]/N=C(/C)N(C)SC", "total_charge": 0, "symbols": ["C", "C", "C", "C", "H", "H", "H", "H", "H", "H", "H", "H", "H", "H", "N", "N", "S"], "positions_angstrom": [[2.240, 0.146, 0.916], [-0.120, 1.881, -0.287], [-1.135, -0.367, 0.178], [-2.496, 0.309, 0.386], [3.162, -0.588, 0.824], [1.876, -0.252, 2.032], [2.476, 1.208, 1.070], [0.700, 1.949, 0.753], [-1.225, 2.221, -0.287], [0.285, 2.197, -1.357], [-3.198, 0.199, -0.619], [-2.810, -0.573, 1.042], [-2.711, 1.369, 0.963], [-0.377, -1.841, -0.281], [-0.111, 0.342, -0.410], [-1.241, -1.675, 0.071], [1.272, -0.523, -0.557]], "forces_ev_per_a": [[0.84, -4.03, 2.54], [1.95, -2.05, -0.35], [-2.98, -1.15, -2.28], [-2.39, -0.38, 0.88], [-1.23, 2.07, 0.05], [0.18, 1.01, -3.01], [0.16, -0.51, -0.85], [-2.97, 1.17, -3.35], [2.22, -0.43, 0.78], [-0.21, -0.12, 2.71], [2.08, 0.57, 2.54], [-0.85, 1.70, -0.52], [0.96, -2.82, -1.60], [3.26, -2.32, -1.43], [-1.56, 2.03, 0.59], [-2.18, 3.47, 2.34], [2.72, 1.80, 0.97]], "mulliken_charge": [-0.88, -0.72, 0.46, -1.01, 0.29, 0.28, 0.34, 0.20, 0.35, 0.23, 0.21, 0.35, 0.37, 0.27, 0.03, -0.68, -0.09]}

{"formula": "C4H10N2S", "method": "ωB97M-V/def2-TZVPD", "energy_ev": -18120.671, "orbital_gap_ha": 0.3418, "mol_weight_g_mol": 118.2, "total_charge": 0, "symbols": ["C", "C", "C", "C", "H", "H", "H", "H", "H", "H", "H", "H", "H", "H", "N", "N", "S"], "positions_angstrom": [[0.948, -0.249, 1.248], [0.892, 0.602, 0.194], [0.632, -0.170, -1.594], [-0.317, 0.505, -0.805], [0.164, -0.226, 3.156], [-1.102, -0.757, 1.739], [1.952, -0.034, 1.799], [1.062, -1.226, 0.815], [1.134, 1.651, 0.495], [2.547, -0.144, -0.575], [0.392, 0.123, -2.620], [0.319, -1.307, -1.281], [-0.534, 1.537, -1.149], [-1.925, 0.567, 0.994], [-0.245, -0.118, 2.137], [1.819, 0.405, -0.910], [-1.746, -0.396, -0.389]], "forces_ev_per_a": [[1.19, -3.18, 4.93], [-0.60, 7.58, -2.97], [0.81, -4.36, -2.76], [-0.43, 3.77, 3.28], [-2.03, -0.28, -2.66], [3.36, 1.43, 2.14], [-1.76, -0.54, -0.41], [-0.02, -1.22, 0.28], [-1.11, -0.42, 0.46], [1.63, -1.80, -0.29], [1.21, -1.03, -0.58], [1.66, 1.93, -1.58], [-0.11, -0.64, 0.12], [0.01, -2.02, -3.29], [0.25, -1.36, 1.42], [-2.15, 0.22, -1.21], [-1.92, 1.92, 3.12]], "mulliken_charge": [-0.70, 0.15, -0.71, -0.02, 0.25, 0.22, 0.36, 0.25, 0.22, 0.23, 0.38, 0.26, 0.38, 0.20, -0.56, -0.55, -0.37]}

{"formula": "C4H10N3", "method": "ωB97M-V/def2-TZVPD", "energy_ev": -8768.675, "orbital_gap_ha": [0.3038, 0.3038], "mol_weight_g_mol": 100.1, "total_charge": 1, "symbols": ["C", "C", "C", "C", "N", "N", "N", "H", "H", "H", "H", "H", "H", "H", "H", "H", "H"], "positions_angstrom": [[-0.510, -1.893, -0.563], [-1.262, -0.814, -0.570], [1.538, 0.433, 0.320], [-1.515, 1.666, -0.747], [0.538, 0.669, -0.294], [2.772, 0.224, 0.513], [-0.773, 0.466, -0.416], [-0.816, -2.942, -0.833], [0.541, -1.780, -0.204], [-2.345, -0.896, -0.917], [0.220, -1.349, 2.739], [-2.079, 2.122, 0.210], [-0.911, 2.551, -1.013], [-2.273, 1.659, -1.500], [3.054, 0.508, 1.380], [3.586, 0.300, -0.082], [0.237, -0.925, 1.976]], "forces_ev_per_a": [[1.47, -1.43, 0.59], [-2.33, -1.64, -1.72], [-2.32, 0.22, -2.65], [-1.47, 3.26, 2.83], [-0.56, -0.39, 1.64], [1.10, -0.22, -0.69], [1.64, 1.90, -0.40], [0.01, 1.54, 0.52], [-0.83, -0.41, -0.65], [1.59, 0.59, 0.68], [0.10, 1.60, -2.77], [1.14, -1.45, -1.76], [0.48, -0.99, 0.02], [-0.28, -1.12, -0.64], [0.92, 0.49, 3.26], [-0.54, -0.35, -1.23], [-0.12, -1.61, 2.97]], "mulliken_charge": [-0.87, 0.35, 0.32, -0.94, -0.11, -0.35, 0.36, 0.26, 0.12, 0.27, 0.28, 0.30, 0.36, 0.36, 0.27, 0.29, -0.27]}